Record 1
{
  "formula": "C20H29MgN8S2Te",
  "method": "ωB97M-V/def2-TZVPD",
  "symbols": ["Te", "S", "S", "Mg", "N", "N", "N", "N", "N", "N", "N", "N", "C", "C", "C", "C", "C", "C", "C", "C", "C", "C", "C", "C", "C", "C", "C", "C", "C", "C", "C", "C", "H", "H", "H", "H", "H", "H", "H", "H", "H", "H", "H", "H", "H", "H", "H", "H", "H", "H", "H", "H", "H", "H", "H", "H", "H", "H", "H", "H", "H"],
  "xyz": [[3.398, 0.084, -2.974], [0.341, 1.894, -1.719], [-2.621, 0.269, -0.083], [-0.078, 0.291, 0.275], [-0.076, -1.673, 1.099], [-0.193, -1.039, -1.438], [-3.888, 2.495, 0.661], [-0.261, -0.541, -2.696], [1.746, 0.689, 1.287], [-0.343, 1.186, -4.161], [-1.892, 2.293, 1.641], [-0.695, 1.683, 1.651], [4.011, 0.350, 1.966], [-0.999, -4.092, 2.054], [0.168, 2.025, 2.552], [5.250, -0.130, -4.003], [-0.966, -3.844, 0.688], [-5.056, 2.182, -0.147], [1.520, 1.434, 2.392], [2.530, 1.654, 3.320], [2.959, 0.169, 1.089], [3.172, -2.019, -2.657], [-0.110, 3.016, 3.634], [-0.545, -3.126, 2.929], [-0.792, -3.276, -2.254], [3.783, 1.105, 3.105], [-0.489, -2.627, 0.246], [-6.283, 2.871, 0.427], [-0.117, 0.807, -2.903], [-2.773, 1.763, 0.777], [-0.458, -2.266, -1.204], [-0.096, -1.925, 2.405], [0.207, 2.644, 4.610], [-0.481, -4.271, -1.943], [-0.524, 0.541, -4.911], [5.654, 0.868, -4.163], [-4.892, 2.495, -1.181], [-6.183, 3.958, 0.387], [-5.186, 1.102, -0.155], [-0.280, -3.062, -3.192], [-7.168, 2.597, -0.146], [-0.202, 2.156, -4.388], [-1.325, -4.588, -0.009], [5.097, -0.621, -4.961], [-0.545, -3.289, 3.998], [0.422, 3.953, 3.443], [2.334, 2.251, 4.199], [-1.379, -5.036, 2.423], [-3.865, 3.383, 1.141], [4.141, -2.429, -2.379], [-0.605, -1.123, -3.444], [2.809, -2.509, -3.557], [-6.441, 2.577, 1.466], [0.251, -1.126, 3.051], [4.577, 1.268, 3.822], [2.468, -2.179, -1.839], [4.978, -0.084, 1.756], [-1.869, -3.300, -2.440], [-1.173, 3.227, 3.660], [3.092, -0.402, 0.177], [5.938, -0.704, -3.386]],
  "mulliken_charge": [0.27, -0.50, -0.54, 0.38, 0.34, 0.78, -0.13, -0.59, 0.05, -0.45, -1.30, 0.94, -0.87, -0.52, 0.93, -1.01, -1.03, -0.25, 0.56, -0.90, -0.13, -0.98, -1.61, -1.00, -2.23, -0.52, 0.56, -1.35, 0.66, 0.35, 0.85, 0.05, 0.40, 0.52, 0.17, 0.31, 0.24, 0.35, 0.35, 0.56, 0.38, 0.24, 0.39, 0.32, 0.44, 0.31, 0.39, 0.44, 0.32, 0.44, 0.20, 0.41, 0.35, 0.36, 0.44, 0.02, 0.45, 0.34, 0.39, 0.33, 0.31],
  "orbital_gap_ev": 6.497,
  "fmax_ev_per_a": 0.69,
  "e_above_lowest_ev": 0.147,
  "lumo_ev": -3.26,
  "charge": 1
}

Record 2
{
  "formula": "C20H29N3O3S",
  "method": "ωB97M-V/def2-TZVPD",
  "symbols": ["S", "O", "O", "O", "N", "N", "N", "C", "C", "C", "C", "C", "C", "C", "C", "C", "C", "C", "C", "C", "C", "C", "C", "C", "C", "C", "C", "H", "H", "H", "H", "H", "H", "H", "H", "H", "H", "H", "H", "H", "H", "H", "H", "H", "H", "H", "H", "H", "H", "H", "H", "H", "H", "H", "H", "H"],
  "xyz": [[1.068, 0.908, 2.146], [3.557, 2.287, 4.529], [2.056, 0.321, -1.780], [5.411, 2.121, -0.178], [3.133, 2.884, 5.701], [4.688, 0.010, 0.116], [1.826, -1.390, -0.299], [3.661, -2.054, -2.827], [1.318, 2.664, -0.027], [3.354, 4.164, 5.561], [4.029, 3.230, 3.696], [4.495, 2.832, 2.385], [1.408, -0.234, -0.910], [4.102, -1.609, -1.475], [4.887, -0.315, -1.296], [4.550, 1.575, 1.962], [4.929, 1.269, 0.557], [0.136, 0.456, -0.426], [4.028, -1.070, 0.837], [0.421, 1.584, 0.580], [1.405, 3.940, 0.798], [4.752, -2.803, -2.126], [0.942, -2.236, 0.494], [3.007, 5.113, 6.661], [0.260, 1.958, 3.370], [3.925, 4.446, 4.296], [3.231, -1.817, -0.245], [4.537, -3.792, -1.738], [1.187, -3.281, 0.295], [5.948, -0.448, -1.520], [4.281, 0.772, 2.635], [2.680, -2.505, -2.908], [0.548, 3.001, 3.264], [2.321, 2.262, -0.183], [-0.306, 0.911, -1.314], [5.769, -2.694, -2.481], [-0.603, -0.230, -0.017], [3.554, 4.867, 7.570], [0.413, 4.347, 1.014], [0.940, 2.900, -1.026], [4.777, -1.754, 1.251], [1.039, -2.054, 1.566], [0.579, 1.615, 4.352], [1.917, 3.766, 1.745], [3.216, -2.878, 0.002], [-0.548, 2.032, 0.823], [4.212, 5.401, 3.893], [3.376, -0.718, 1.631], [-0.824, 1.868, 3.299], [4.470, 0.482, -1.905], [3.906, -1.411, -3.662], [1.943, 5.067, 6.891], [3.251, 6.136, 6.384], [4.771, 3.638, 1.714], [-0.097, -2.099, 0.215], [1.968, 4.701, 0.258]],
  "mulliken_charge": [0.23, -0.06, -0.57, -0.72, -0.66, 0.16, 0.37, -0.82, -0.08, 0.77, 0.43, -0.34, 0.68, 0.34, -1.16, -0.17, 0.23, -1.64, -0.64, 0.03, -1.25, -0.39, -1.13, -1.16, -1.11, -0.76, -0.71, 0.22, 0.39, 0.45, 0.65, 0.21, 0.25, -0.04, 0.49, 0.29, 0.36, 0.31, 0.40, 0.40, 0.15, 0.35, 0.39, -0.11, 0.80, 0.73, 0.38, 0.16, 0.38, 0.39, 0.23, 0.29, 0.32, 0.45, 0.42, 0.42],
  "smiles": "CC[C@@H](CC(=O)N(C)[C@@H]1CN(C(=O)/C=C/c2cc(C)no2)CC12CC2)SC",
  "orbital_gap_ev": 8.652,
  "fmax_ev_per_a": 0.46,
  "e_above_lowest_ev": 2.802,
  "lumo_ev": 0.14
}

Record 3
{
  "formula": "C20H29N7O2S",
  "method": "ωB97M-V/def2-TZVPD",
  "symbols": ["S", "O", "O", "N", "N", "N", "N", "N", "N", "N", "C", "C", "C", "C", "C", "C", "C", "C", "C", "C", "C", "C", "C", "C", "C", "C", "C", "C", "C", "C", "H", "H", "H", "H", "H", "H", "H", "H", "H", "H", "H", "H", "H", "H", "H", "H", "H", "H", "H", "H", "H", "H", "H", "H", "H", "H", "H", "H", "H"],
  "xyz": [[0.240, 1.427, -0.685], [-0.365, 1.801, -1.931], [0.436, 0.026, -0.425], [-0.457, -3.741, 0.957], [-2.593, 0.352, -0.317], [-2.946, 1.319, -1.169], [-2.215, -1.880, 0.000], [-3.567, 2.337, -3.017], [-0.563, 2.030, 0.653], [-3.410, 3.246, -2.064], [-1.155, 3.347, 0.529], [-0.442, -5.965, -0.080], [-2.677, 3.315, 0.326], [3.309, 3.981, -1.240], [-3.272, 1.161, -2.502], [5.459, 4.407, -0.027], [2.115, 3.300, -1.402], [1.757, -2.861, 1.827], [3.832, 2.622, 0.666], [-2.800, -1.136, -2.209], [2.639, 1.939, 0.511], [0.825, -3.125, 0.638], [-2.511, -0.856, -0.829], [1.792, 2.286, -0.522], [-3.192, -0.141, -3.040], [-1.679, -1.651, 1.322], [4.179, 3.651, -0.205], [-3.030, 2.654, -0.954], [-1.269, -3.003, 1.906], [-0.364, -5.169, 1.222], [3.571, 4.775, -1.923], [1.329, -3.792, -0.065], [0.643, -2.180, 0.121], [-3.418, -0.294, -4.082], [-1.849, -2.726, -0.419], [5.919, 4.617, -0.990], [-3.136, 2.774, 1.158], [0.382, -5.712, -0.742], [1.903, -3.758, 2.425], [-1.200, -5.466, 1.860], [2.354, 1.134, 1.169], [-2.690, -2.152, -2.555], [-1.375, -5.747, -0.595], [1.432, 3.531, -2.204], [-3.060, 4.335, 0.301], [-2.450, -1.188, 1.946], [-2.177, -3.589, 2.082], [1.359, -2.076, 2.466], [-0.920, 3.914, 1.438], [5.260, 5.361, 0.462], [4.503, 2.355, 1.469], [-1.221, 1.334, 0.986], [0.561, -5.432, 1.754], [-0.822, -0.970, 1.268], [-0.400, -7.031, 0.131], [6.160, 3.850, 0.588], [2.724, -2.535, 1.454], [-0.680, 3.839, -0.323], [-0.777, -2.845, 2.879]],
  "mulliken_charge": [1.52, -0.66, -0.68, 0.44, -1.17, 0.75, -0.14, -0.75, -0.13, -0.63, -0.81, -1.24, -0.94, -0.79, 0.73, -1.46, -0.31, -1.23, -0.90, -0.47, -0.72, -0.37, 0.68, -0.23, -0.89, 0.10, 1.04, 1.01, -1.40, -0.56, 0.38, 0.42, 0.08, 0.46, 0.17, 0.38, 0.36, 0.31, 0.30, 0.43, 0.47, 0.43, 0.25, 0.54, 0.39, 0.48, 0.58, 0.28, 0.32, 0.29, 0.34, 0.33, 0.24, -0.13, 0.43, 0.36, 0.44, 0.52, 0.33],
  "smiles": "CCN(CC)CCNc1ccc2nnc(CCNS(=O)(=O)c3ccc(C)cc3)n2n1",
  "orbital_gap_ev": 8.872,
  "fmax_ev_per_a": 1.44,
  "e_above_lowest_ev": 0.000,
  "lumo_ev": 0.61
}

Record 4
{
  "formula": "C20H29N7O2S",
  "method": "ωB97M-V/def2-TZVPD",
  "symbols": ["S", "O", "O", "N", "N", "N", "N", "N", "N", "N", "C", "C", "C", "C", "C", "C", "C", "C", "C", "C", "C", "C", "C", "C", "C", "C", "C", "C", "C", "C", "H", "H", "H", "H", "H", "H", "H", "H", "H", "H", "H", "H", "H", "H", "H", "H", "H", "H", "H", "H", "H", "H", "H", "H", "H", "H", "H", "H", "H"],
  "xyz": [[-1.681, -0.229, -0.113], [-2.468, -1.316, 0.392], [-0.327, -0.505, -0.511], [2.236, -0.875, 2.068], [3.351, 0.052, -0.323], [-1.594, 1.066, 0.942], [0.006, -0.622, 2.572], [-3.205, -1.641, 3.439], [-1.148, -1.232, 2.862], [-2.621, -2.818, 3.254], [-2.596, 0.779, 3.208], [-2.340, -0.682, 3.199], [2.398, 0.884, 0.387], [-3.898, 1.775, -3.540], [-4.616, 2.432, -4.678], [-1.377, -2.594, 2.885], [-4.524, 0.792, -2.780], [-2.551, 0.532, -1.467], [-2.582, 2.121, -3.244], [-1.907, 1.504, -2.207], [2.908, -0.370, -1.640], [3.626, -1.635, -2.099], [2.441, 0.543, 1.883], [-2.756, 1.306, 1.774], [4.722, 0.535, -0.271], [1.004, -1.412, 2.247], [0.865, -2.841, 2.175], [5.635, -0.423, 0.496], [-0.310, -3.433, 2.502], [-3.853, 0.168, -1.743], [5.626, -1.408, 0.037], [-4.391, 1.908, -5.607], [-5.692, 2.404, -4.528], [3.497, -2.424, -1.362], [-0.731, 1.019, 1.472], [1.398, 0.650, 0.022], [-2.945, 2.385, 1.798], [-0.887, 1.754, -1.963], [1.666, 1.083, 2.426], [-1.757, 1.292, 3.687], [2.866, -1.420, 1.492], [-0.464, -4.499, 2.467], [3.055, 0.424, -2.394], [1.839, -0.583, -1.574], [3.418, 0.796, 2.305], [-4.316, -0.602, -1.146], [-3.510, 0.970, 3.770], [2.583, 1.962, 0.245], [-5.544, 0.514, -3.004], [4.755, 1.517, 0.216], [-2.088, 2.881, -3.831], [5.308, -0.523, 1.528], [6.656, -0.047, 0.492], [-4.298, 3.466, -4.792], [4.689, -1.461, -2.245], [3.202, -1.971, -3.042], [-3.602, 0.810, 1.293], [5.115, 0.664, -1.287], [1.718, -3.419, 1.857]],
  "mulliken_charge": [1.49, -0.65, -0.59, -0.17, 0.72, -0.14, -1.23, -0.60, 0.76, -0.74, -0.92, 0.88, 0.52, 1.04, -1.49, 0.84, -0.81, -0.22, -0.91, -0.63, -0.26, -1.32, -1.21, -0.83, -0.92, 0.57, -0.26, -1.18, -0.98, -0.28, 0.26, 0.29, 0.37, 0.27, 0.33, -0.67, 0.35, 0.40, 0.50, 0.35, 0.22, 0.46, 0.27, 0.11, 0.40, 0.53, 0.40, 0.31, 0.36, 0.40, 0.38, 0.24, 0.45, 0.38, 0.33, 0.42, 0.51, 0.47, 0.43],
  "smiles": "CCN(CC)CCNc1ccc2nnc(CCNS(=O)(=O)c3ccc(C)cc3)n2n1",
  "orbital_gap_ev": 8.897,
  "fmax_ev_per_a": 1.42,
  "e_above_lowest_ev": 0.100,
  "lumo_ev": 0.58
}

| no. | molar mass (g mol⁻¹) | HOMO energy (eV) |
| --- | --- | --- |
| 1 | 597.55 | -9.7582 |
| 2 | 391.54 | -8.5146 |
| 3 | 431.57 | -8.2612 |
| 4 | 431.57 | -8.3137 |